Entry 1:
C4H11NO2S | ωB97M-V/def2-TZVPD

molecular weight = 137.20 g/mol
electronic energy = -762.42318 hartree
SMILES string = NC(=O)CCCS.O
frontier orbital gap = 0.355 Ha
2S+1 = 1
strongest force on any atom = 0.047 hartree/bohr
HOMO energy = -9.08 eV

Last column: Mulliken charge in e.
Atoms and positions in Å:
C  0.489  0.129  -2.301  -0.711
C  1.412  0.282  -1.053  -0.387
C  0.698  1.152  -0.026  -0.629
S  1.126  0.816  1.720  -0.201
C  -0.645  -0.872  -1.784  0.461
N  -0.332  -2.204  -1.814  -0.367
O  -1.737  -0.449  -1.494  -0.586
H  0.959  -0.103  -3.257  0.353
H  -0.154  0.968  -2.496  0.294
H  1.640  -0.730  -0.705  0.296
H  2.325  0.811  -1.365  0.330
H  1.080  2.205  -0.209  0.346
H  -0.366  0.995  0.037  0.283
H  0.511  -0.428  1.746  0.064
H  -1.078  -2.865  -1.682  0.243
H  0.616  -2.524  -1.800  0.207
H  -1.607  -0.318  3.323  0.296
H  -2.242  1.017  3.135  0.321
O  -1.900  0.439  3.845  -0.616

Entry 2:
C4H11NO3 | ωB97M-V/def2-TZVPD

charge = -2
molecular weight = 121.14 g/mol
electronic energy = -439.30987 hartree
frontier orbital gap = 0.236 Ha
2S+1 = 1
strongest force on any atom = 0.090 hartree/bohr
HOMO energy = 0.38 eV

Last column: Mulliken charge in e.
Atoms and positions in Å:
C  0.566  -0.562  1.066  -0.573
C  -0.392  -1.254  -0.189  -0.377
C  -1.602  -0.387  -0.459  -0.651
O  -2.246  -0.840  -1.485  -0.826
N  1.239  0.636  0.580  -0.334
C  1.846  1.328  1.714  -0.493
O  1.037  1.464  2.789  -0.896
H  1.525  -1.177  1.470  0.250
H  -0.010  -0.457  2.028  0.267
H  0.225  -1.452  -1.098  0.367
H  -0.912  -2.100  0.342  0.179
H  -2.118  -0.260  0.496  0.379
H  -1.266  0.714  -0.581  0.104
H  0.445  1.204  0.155  0.252
H  2.282  2.437  1.352  0.231
H  2.920  0.901  1.812  0.216
H  -0.981  -0.626  -2.494  0.358
H  0.045  -1.107  -3.442  0.274
O  -0.457  -0.285  -3.415  -0.727

Entry 3:
C4H11NO3 | ωB97M-V/def2-TZVPD

molecular weight = 121.14 g/mol
electronic energy = -439.44376 hartree
SMILES string = CCC(=O)NCO.O
frontier orbital gap = 0.373 Ha
2S+1 = 1
strongest force on any atom = 0.094 hartree/bohr
HOMO energy = -9.71 eV

Last column: Mulliken charge in e.
Atoms and positions in Å:
O  0.621  1.994  -0.577  -0.618
C  0.521  0.778  -0.494  0.411
N  -0.314  0.030  -1.404  -0.134
C  -0.602  -1.481  -1.313  -0.452
O  -1.092  -1.642  -0.052  -0.503
C  1.429  0.000  0.513  -0.465
C  2.182  0.789  1.714  -1.033
H  -0.942  0.504  -2.000  0.273
H  -1.376  -1.832  -2.044  0.310
H  0.383  -1.896  -1.251  0.303
H  -2.005  -1.241  0.063  0.339
H  0.891  -0.748  0.979  0.386
H  2.215  -0.374  -0.128  0.286
H  1.587  1.652  2.033  0.298
H  2.383  0.006  2.446  0.332
H  3.194  1.028  1.412  0.288
H  -2.606  1.309  0.477  0.298
H  -3.251  0.433  -0.634  0.310
O  -3.217  0.690  0.263  -0.629

Entry 4:
C4H11NO3 | ωB97M-V/def2-TZVPD

molecular weight = 121.14 g/mol
electronic energy = -439.19175 hartree
frontier orbital gap = 0.272 Ha
2S+1 = 1
strongest force on any atom = 0.157 hartree/bohr
HOMO energy = -9.26 eV

Last column: Mulliken charge in e.
Atoms and positions in Å:
C  2.244  0.138  -0.204  -0.626
C  0.699  0.829  -0.180  -0.496
C  -0.337  -1.233  -0.418  -0.466
C  -1.616  0.443  0.862  -0.554
H  2.251  -0.308  1.972  0.330
H  2.137  -0.725  -0.777  0.487
H  2.834  0.795  -0.706  0.427
H  0.624  0.948  -1.297  0.254
H  0.714  1.770  0.517  0.310
H  0.817  -1.531  -0.501  0.106
H  -0.989  -2.018  0.096  0.299
H  -1.405  -0.589  -1.679  0.360
H  -1.459  1.341  1.637  0.174
H  -2.329  -0.080  1.323  0.548
H  -3.673  0.236  -0.091  0.296
N  -0.356  -0.036  0.354  0.133
O  2.899  0.085  1.202  -0.557
O  -0.803  -1.236  -1.864  -0.495
O  -2.253  1.172  -0.247  -0.531

Entry 5:
C4H11NO3 | ωB97M-V/def2-TZVPD

molecular weight = 121.14 g/mol
electronic energy = -439.36666 hartree
SMILES string = CN[C@@H](C=O)CO.O
frontier orbital gap = 0.337 Ha
2S+1 = 1
strongest force on any atom = 0.101 hartree/bohr
HOMO energy = -8.56 eV

Last column: Mulliken charge in e.
Atoms and positions in Å:
C  0.140  1.753  0.637  -1.139
N  -0.108  0.290  0.736  -0.145
C  0.336  -0.550  -0.356  0.281
C  1.884  -0.323  -0.576  -0.470
O  2.512  -1.652  -0.499  -0.590
C  -0.534  -0.483  -1.727  -0.269
O  -1.707  -0.299  -1.769  -0.418
H  1.021  2.167  0.401  0.433
H  -0.504  2.132  -0.172  0.323
H  -0.087  2.171  1.648  0.342
H  -0.711  0.051  1.517  0.163
H  0.118  -1.723  -0.031  0.233
H  2.291  0.280  0.259  0.318
H  2.133  0.053  -1.582  0.285
H  2.636  -2.285  -1.205  0.299
H  -0.174  -0.861  -2.723  0.351
H  -3.337  -0.950  1.471  0.309
H  -2.512  0.309  2.151  0.308
O  -3.396  -0.080  1.819  -0.616

Entry 6:
C4H11NO3 | ωB97M-V/def2-TZVPD

molecular weight = 121.14 g/mol
electronic energy = -439.34482 hartree
SMILES string = C[C@H](C(O)O)N(C)O
frontier orbital gap = 0.362 Ha
2S+1 = 1
strongest force on any atom = 0.091 hartree/bohr
HOMO energy = -9.15 eV

Last column: Mulliken charge in e.
Atoms and positions in Å:
C  1.590  -0.674  0.094  -0.008
C  0.125  0.149  0.701  0.367
C  -1.502  -0.521  -0.992  -0.948
C  0.021  1.624  0.400  -1.257
N  -0.822  -0.763  0.261  -0.089
O  1.433  -1.515  -0.973  -0.559
O  2.674  0.142  -0.173  -0.504
O  -1.935  -0.514  1.491  -0.564
H  1.179  -2.447  -0.890  0.337
H  2.557  0.542  -1.047  0.343
H  -2.495  0.265  1.331  0.312
H  1.882  -1.212  1.004  0.316
H  0.326  -0.020  1.762  0.325
H  -0.760  -0.495  -1.791  0.350
H  -2.219  -1.323  -1.159  0.283
H  -2.044  0.432  -1.018  0.356
H  -0.860  1.987  -0.125  0.300
H  0.052  2.232  1.307  0.300
H  0.798  2.111  -0.185  0.341